# 1
The following is a DFT calculation (the ωB97M-V functional and the def2-TZVPD basis) of the molecule C7H10.

CARTESIAN COORDINATES (ANGSTROEM)
C: -1.78590 -0.53531 0.07960
C: -1.42617 0.72330 -0.66432
C: -0.34147 -0.16050 -0.10446
C: 0.53337 -0.98766 -1.04255
C: 1.68898 -0.52480 1.33781
C: 1.79402 0.89536 0.87156
C: 0.45009 0.30823 1.09709
H: -2.17113 -1.37232 -0.49782
H: -2.23275 -0.43681 1.06579
H: -1.57766 0.74403 -1.74186
H: -1.61955 1.67461 -0.17347
H: -0.03839 -1.71128 -1.62905
H: 1.11654 -0.35964 -1.72631
H: 1.25265 -1.56733 -0.44015
H: 2.15180 1.12039 -0.13294
H: 2.23617 1.53050 1.63870
H: -0.11930 0.58963 1.98381

E_HOMO = -8.7 eV
E_LUMO = -0.2317 eV
E = -272.52349 Ha
charge = 0
energy above the lowest of the compared OMol25 structures with the same formula, charge and spin = 5.293 eV

=====

# 2
The following is a DFT calculation (the ωB97M-V functional and the def2-TZVPD basis) of a structure of composition C2HF6GaNO3S2 at a distorted geometry.

CARTESIAN COORDINATES (ANGSTROEM)
N: -0.43166 -0.82170 0.03108
S: 0.70032 -1.94589 0.58961
C: -0.36687 -3.19511 1.36731
F: 0.38176 -3.82540 2.27492
F: -0.83269 -4.09703 0.50498
F: -1.42745 -2.67358 1.98912
S: 0.02744 0.57513 -0.45151
O: 1.41816 0.77347 -1.00908
O: -0.12634 1.82753 0.48391
C: -1.14647 0.86176 -1.87063
F: -2.19684 0.07799 -1.74679
F: -1.52735 2.12327 -1.85809
F: -0.51806 0.59669 -2.99722
Ga: 1.63439 2.26521 0.05768
O: 2.19564 3.65606 0.84496
H: 2.21602 3.80158 1.78975

E_HOMO = -13.2 eV
E_LUMO = -6.2634 eV
E = -3677.28630 Ha
charge = +1

=====

# 3
The following is a DFT calculation (the ωB97M-V functional and the def2-TZVPD basis) of a structure of composition C8H21KNO3 at a distorted geometry.

CARTESIAN COORDINATES (ANGSTROEM)
K: -26.00306 19.48026 25.33789
C: -18.40910 19.60777 24.77088
O: -19.75021 19.95002 25.04565
C: -20.57602 18.83768 25.16226
C: -21.85682 19.23653 25.89317
N: -22.86671 19.92620 25.00192
C: -22.63600 21.39250 25.04736
C: -23.85633 22.27642 24.79972
O: -24.91912 21.82788 25.64013
C: -25.92238 22.79063 25.93802
H: -18.33574 18.90925 23.93086
H: -17.97661 19.07930 25.62984
H: -17.79093 20.47619 24.57150
H: -20.11088 18.01634 25.72265
H: -20.87878 18.39533 24.20054
H: -21.63623 19.77600 26.80991
H: -22.39846 18.33078 26.18898
H: -22.57134 19.57230 24.09722
H: -21.87378 21.68322 24.31369
H: -22.16881 21.68169 25.98771
H: -24.15647 22.14137 23.75398
H: -23.62729 23.33057 24.94796
H: -25.51646 23.70786 26.36574
H: -26.52571 22.29589 26.70344
H: -26.56178 23.01562 25.07888
C: -26.72623 20.27005 30.28461
C: -27.79367 20.36306 29.21391
O: -27.27632 19.76973 28.00797
H: -26.54814 19.23182 30.56639
H: -26.93729 20.89587 31.14494
H: -25.76568 20.56578 29.84739
H: -28.06519 21.38468 28.93906
H: -28.67766 19.85679 29.61041
H: -27.98312 19.67226 27.36620

E_HOMO = -12.4 eV
E_LUMO = -3.3480 eV
E = -1197.58549 Ha
charge = +1
energy above the lowest of the compared OMol25 structures with the same formula, charge and spin = 1.210 eV

=====

# 4
The following is a DFT calculation (the ωB97M-V functional and the def2-TZVPD basis) of a structure of composition C2H6CsO.

CARTESIAN COORDINATES (ANGSTROEM)
Cs: 1.50277 2.99867 2.52661
C: 0.35253 -0.07765 0.47260
C: -0.45008 -0.12995 -0.82064
O: -1.35933 -1.20783 -0.83574
H: 0.84675 0.89975 0.55467
H: 1.13263 -0.83912 0.47291
H: -0.30635 -0.22930 1.32786
H: 0.22862 -0.17222 -1.67836
H: -1.05661 0.76865 -0.93747
H: -0.89094 -2.01099 -1.08243

E_HOMO = -13.2 eV
E_LUMO = -4.0400 eV
E = -174.95609 Ha
charge = +1
energy above the lowest of the compared OMol25 structures with the same formula, charge and spin = 0.638 eV

=====

# 5
The following is a DFT calculation (the ωB97M-V functional and the def2-TZVPD basis) of a cluster of 8 separate species, C30H74N2O8 in total at a distorted geometry.

CARTESIAN COORDINATES (ANGSTROEM)
C: 2.35429 -7.09664 -0.65098
C: 1.68729 -6.33962 0.42009
C: 2.70294 -5.53082 1.36631
C: 3.45329 -4.47345 0.53990
C: 2.38336 -3.41691 0.05843
C: 1.13109 -4.06017 -0.69631
N: 0.67574 -5.37786 -0.13585
O: -0.46136 -5.90805 -0.70111
C: -0.00714 -2.99641 -0.40672
C: 1.47403 -4.22580 -2.16410
C: 0.92385 -7.19937 1.42183
H: 1.61957 -7.57346 -1.29977
H: 2.99105 -7.83007 -0.15630
H: 2.94587 -6.60413 -1.42273
H: 2.11252 -5.05951 2.15205
H: 3.43718 -6.16668 1.86093
H: 4.00981 -5.03524 -0.21028
H: 4.22880 -3.97883 1.12474
H: 2.97348 -2.74209 -0.56161
H: 2.05358 -2.89533 0.95693
H: 0.34981 -2.18865 -1.04564
H: -1.03044 -3.28262 -0.64970
H: -0.18797 -2.71165 0.62978
H: 0.60269 -4.67143 -2.64396
H: 1.73328 -3.25610 -2.58904
H: 2.34557 -4.84508 -2.37628
H: 0.30397 -6.66343 2.14059
H: 1.49231 -7.96917 1.94372
H: 0.24506 -7.82929 0.84690
H: -1.17727 -5.64265 -0.11918
C: 3.64733 7.10371 0.81579
C: 4.15189 5.70367 1.28083
C: 4.59940 5.80534 2.80187
C: 4.40598 4.55194 3.56792
C: 2.90748 4.32287 3.50536
C: 2.26375 4.16325 2.09965
N: 3.13419 4.64585 1.08472
O: 2.83968 4.40920 -0.20558
C: 2.03201 2.61511 1.83042
C: 0.91903 4.85007 2.14194
C: 5.43858 5.23935 0.48054
H: 4.37506 7.91228 0.74703
H: 2.86157 7.36178 1.52578
H: 3.09558 7.07829 -0.12390
H: 5.67474 5.97982 2.76606
H: 4.10357 6.70923 3.15577
H: 4.77340 4.72756 4.57898
H: 4.96439 3.76604 3.05934
H: 2.34945 5.06133 4.08101
H: 2.68096 3.36413 3.97185
H: 1.61156 2.03302 2.65048
H: 1.22478 2.53613 1.10224
H: 2.87937 2.12996 1.34593
H: 0.34828 4.70993 1.22395
H: 0.25825 4.35220 2.85157
H: 0.93511 5.93179 2.27508
H: 5.39603 5.18849 -0.60744
H: 5.81601 4.24661 0.72571
H: 6.29269 5.91539 0.44107
H: 2.51055 5.27764 -0.44863
C: -1.81416 -1.86630 -3.11520
C: -2.48074 -1.22466 -4.30875
O: -3.39041 -0.35123 -3.71330
H: -2.45954 -2.22758 -2.31454
H: -1.06177 -1.19799 -2.69645
H: -1.17730 -2.72807 -3.31485
H: -3.14356 -1.79575 -4.95884
H: -1.62979 -0.71670 -4.76256
H: -3.93960 -0.07642 -4.45118
C: -6.02779 -2.24565 -1.74059
C: -7.08134 -1.30971 -1.04923
O: -6.33706 -0.35708 -0.36429
H: -5.34834 -1.69512 -2.39126
H: -6.47924 -2.92231 -2.46615
H: -5.41022 -2.83974 -1.06698
H: -7.64907 -1.70926 -0.20891
H: -7.68651 -0.71432 -1.73288
H: -6.63730 0.47741 -0.73184
C: -1.88503 5.52130 -1.67543
C: -3.46074 5.59588 -1.91584
O: -4.09821 4.53821 -1.23497
H: -1.55428 5.63352 -0.64290
H: -1.33556 6.28732 -2.22259
H: -1.49779 4.54440 -1.96493
H: -3.69029 5.68746 -2.97745
H: -3.76557 6.51116 -1.40846
H: -4.99412 4.61697 -1.57076
C: 1.93611 0.52843 -1.94406
C: 3.12833 0.27831 -2.87075
O: 3.45638 -1.02822 -2.86238
H: 2.31529 0.22836 -0.96717
H: 1.16386 -0.19914 -2.19379
H: 1.51327 1.53289 -1.96337
H: 4.00298 0.76972 -2.44460
H: 3.02025 0.77407 -3.83545
H: 3.44610 -1.33847 -1.95396
C: -1.25914 0.12718 0.50197
C: -2.08993 0.84075 -0.51031
O: -3.39271 0.82087 0.06420
H: -0.28614 -0.00980 0.03013
H: -1.73096 -0.81371 0.78519
H: -1.08334 0.73920 1.38662
H: -2.17014 0.21393 -1.39843
H: -1.79066 1.83626 -0.83814
H: -3.86442 0.03394 -0.21834
C: -4.99458 -2.56067 4.30057
C: -5.19987 -2.90211 2.79082
O: -4.88101 -1.77496 2.01583
H: -4.23165 -1.80956 4.50519
H: -4.75266 -3.52082 4.75630
H: -5.86409 -2.10159 4.77098
H: -6.17364 -3.34011 2.57170
H: -4.40544 -3.58888 2.49871
H: -5.63383 -1.29304 1.66566

E_HOMO (alpha / beta) = -9.2 / -9.2 eV
E_LUMO (alpha / beta) = -2.5758 / -6.5033 eV
E = -1898.27636 Ha
multiplicity = 2
charge = +1
energy above the lowest of the compared OMol25 structures with the same formula, charge and spin = 2.301 eV

=====

Question: What is the formula in the second record?
Answer: C2HF6GaNO3S2

=====

Question: Which formula does entry 2 have?
Answer: C2HF6GaNO3S2